# 1
The following is a quantum chemistry calculation of a structure of composition C43H31CoNO5P2S at a distorted geometry, from the Open Molecules 2025 dataset.

The geometry in XYZ format:
```
84
Properties=species:S:1:pos:R:3:lowdin_spin:R:1
Co 0.544 -0.114 -0.089 0.987
O 1.522 -0.466 3.599 -0.009
S 0.646 -0.096 2.494 -0.007
C -0.935 -0.959 2.885 -0.002
C -1.620 -0.737 4.064 0.000
C -2.753 -1.477 4.366 -0.001
C -3.202 -2.443 3.481 0.000
C -2.517 -2.670 2.299 -0.001
C -1.361 -1.953 2.002 -0.002
P -0.461 -2.113 0.424 0.006
C 1.116 -2.931 0.844 0.008
C 1.594 -3.140 2.130 0.005
C 2.856 -3.681 2.308 0.000
C 3.636 -4.023 1.217 0.005
C 3.147 -3.841 -0.068 -0.001
C 1.894 -3.295 -0.255 0.006
C -1.242 -3.555 -0.372 0.000
C -1.236 -4.783 0.287 0.000
C -1.789 -5.894 -0.317 0.000
C -2.328 -5.796 -1.591 0.000
C -2.310 -4.584 -2.260 0.000
C -1.770 -3.462 -1.652 0.000
C 0.035 1.558 2.927 0.000
C 0.072 1.944 4.255 0.000
C -0.480 3.154 4.636 0.000
C -1.078 3.965 3.682 0.000
C -1.051 3.608 2.344 0.001
C -0.458 2.409 1.946 0.002
P -0.113 2.027 0.193 0.012
C -1.507 2.875 -0.620 0.002
C -1.323 3.753 -1.682 0.002
C -2.416 4.377 -2.260 0.000
C -3.695 4.123 -1.789 0.002
C -3.884 3.226 -0.749 0.000
C -2.798 2.594 -0.174 0.002
C 1.274 3.186 -0.138 0.005
C 2.152 2.847 -1.164 0.001
C 3.227 3.658 -1.475 0.000
C 3.428 4.832 -0.772 0.001
C 2.552 5.184 0.241 0.000
C 1.484 4.368 0.566 0.001
H -1.271 0.012 4.756 0.000
H -3.285 -1.288 5.287 0.000
H -4.083 -3.027 3.708 0.000
H -2.878 -3.414 1.605 0.000
H 1.002 -2.868 2.993 0.000
H 3.230 -3.822 3.311 0.000
H 4.627 -4.427 1.366 0.000
H 3.749 -4.099 -0.924 0.000
H 1.506 -3.134 -1.255 0.000
H -0.791 -4.858 1.270 0.000
H -1.789 -6.841 0.202 0.000
H -2.750 -6.670 -2.066 0.000
H -2.709 -4.509 -3.261 0.000
H -1.747 -2.514 -2.172 0.000
H 0.566 1.293 4.963 0.000
H -0.450 3.456 5.672 0.000
H -1.533 4.901 3.974 0.000
H -1.483 4.266 1.603 0.000
H -0.326 3.955 -2.048 0.000
H -2.268 5.068 -3.077 0.000
H -4.544 4.616 -2.238 0.000
H -4.882 3.022 -0.387 0.000
H -2.942 1.889 0.636 0.000
H 1.990 1.942 -1.727 0.000
H 3.905 3.368 -2.264 0.000
H 4.259 5.474 -1.022 0.000
H 2.698 6.107 0.783 0.000
H 0.818 4.657 1.364 0.000
O 2.936 0.076 -6.578 0.000
C 1.746 -0.105 -6.421 0.000
O 0.761 -0.201 -7.128 0.000
C 1.359 -0.234 -4.856 0.002
C 0.031 -0.130 -4.474 -0.003
C -0.264 -0.168 -3.122 -0.003
N 0.680 -0.301 -2.198 -0.037
C 1.953 -0.422 -2.574 -0.001
C 2.346 -0.398 -3.904 -0.002
C 2.989 -0.564 -1.424 0.002
O 4.114 -0.927 -1.691 0.006
O 2.514 -0.258 -0.292 0.012
H -0.738 -0.010 -5.221 0.000
H -1.283 -0.098 -2.763 -0.001
H 3.387 -0.499 -4.166 0.000
```

Values from the calculation:
energy relative to the best compared isomer or geometry (same formula, charge and spin)	215.0	kJ/mol
net charge	0
orbital gap (alpha / beta)	5.253 / 6.176	eV
HOMO energy (alpha / beta)	-7.224 / -7.223	eV
2S+1	2
molar mass	794.7	g mol⁻¹

---

# 2
The following is a quantum chemistry calculation of a structure of composition C43H31N7ReS2 at a distorted geometry, from the Open Molecules 2025 dataset.

The geometry in XYZ format:
```
84
Properties=species:S:1:pos:R:3:lowdin_spin:R:1
Re 12.887 12.822 9.220 2.480
C 14.883 11.636 5.551 0.001
C 16.232 11.954 5.771 0.013
C 16.635 12.488 6.979 -0.004
C 15.704 12.756 7.986 0.011
N 14.412 12.524 7.718 0.022
C 14.008 12.001 6.522 0.024
N 16.198 13.245 9.231 0.010
C 15.437 13.956 9.989 0.013
N 14.173 14.393 9.630 0.062
C 13.706 15.327 10.508 0.012
N 12.657 16.023 10.332 0.015
C 12.017 15.935 9.133 0.009
C 11.622 17.093 8.460 -0.001
C 10.813 16.978 7.385 0.008
C 10.296 15.727 7.035 0.003
C 10.824 14.641 7.628 0.018
N 11.733 14.686 8.636 0.037
C 14.635 15.396 11.626 0.002
C 14.506 16.132 12.777 0.000
C 15.491 15.934 13.713 0.001
C 16.665 15.199 13.416 0.001
C 16.796 14.491 12.232 0.001
C 15.738 14.560 11.356 0.002
H 14.563 11.231 4.628 0.000
H 16.971 11.787 4.999 0.001
H 17.637 12.696 7.174 -0.001
H 12.953 11.910 6.383 0.005
H 11.985 18.003 8.864 0.000
H 10.600 17.903 6.864 0.000
H 9.575 15.573 6.248 0.000
H 10.623 13.616 7.283 0.005
H 13.625 16.693 13.027 0.000
H 15.422 16.413 14.698 0.000
H 17.422 15.165 14.146 0.000
H 17.718 13.943 12.087 0.000
S 12.704 13.054 13.708 0.014
C 11.247 13.957 13.172 0.003
C 10.501 14.833 13.963 0.001
C 9.439 15.499 13.332 0.002
C 9.061 15.146 12.006 0.001
C 9.875 14.355 11.231 0.002
C 11.012 13.788 11.807 0.007
N 12.048 13.018 11.188 0.018
C 12.908 12.514 12.055 0.025
C 13.947 11.562 11.664 0.034
C 14.874 10.945 12.538 -0.004
C 15.786 10.086 12.036 0.035
C 15.787 9.756 10.671 -0.004
C 14.943 10.405 9.782 0.037
C 13.989 11.384 10.272 -0.019
H 10.811 15.004 14.980 0.000
H 8.809 16.264 13.747 0.000
H 8.264 15.686 11.500 0.000
H 9.583 14.209 10.204 0.000
H 14.822 11.144 13.605 -0.001
H 16.513 9.588 12.682 0.002
H 16.421 8.956 10.348 -0.001
H 14.974 10.109 8.741 0.001
N 11.543 11.115 8.837 0.069
S 11.303 9.998 9.991 0.011
C 10.086 10.501 11.208 0.006
C 8.883 11.014 10.839 0.001
C 7.992 11.375 11.777 0.000
C 8.329 11.262 13.121 0.001
C 9.601 10.832 13.538 0.000
C 10.506 10.461 12.563 0.002
C 10.524 8.556 9.269 -0.001
C 10.238 8.441 7.930 0.000
C 9.678 7.299 7.467 0.000
C 9.500 6.235 8.315 0.000
C 9.822 6.302 9.652 0.000
C 10.385 7.472 10.152 0.000
H 10.713 11.364 8.309 0.008
H 8.532 11.066 9.823 0.000
H 7.063 11.840 11.457 0.000
H 7.595 11.512 13.910 0.000
H 9.866 10.726 14.627 0.000
H 11.484 10.055 12.821 0.000
H 10.402 9.366 7.303 0.000
H 9.426 7.209 6.420 0.000
H 9.112 5.317 7.905 0.000
H 9.677 5.450 10.291 0.000
H 10.700 7.621 11.173 0.000
```

Values from the calculation:
energy relative to the best compared isomer or geometry (same formula, charge and spin)	0.0	kJ/mol
net charge	+2
orbital gap (alpha / beta)	7.848 / 7.024	eV
HOMO energy (alpha / beta)	-13.445 / -13.624	eV
2S+1	4
molar mass	896.1	g mol⁻¹

---

# 3
The following is a quantum chemistry calculation of a structure of composition C43H31N9O2Ti, from the Open Molecules 2025 dataset.

The geometry in XYZ format:
```
86
Properties=species:S:1:pos:R:3:mulliken_charge:R:1
Ti -0.328 0.222 -0.069 -1.196
N 3.294 -0.327 2.785 0.144
C 2.378 0.209 1.990 -0.855
N 1.661 -0.453 1.122 0.406
C 1.914 -1.813 0.983 0.310
N 1.361 -2.475 0.022 -1.721
N 0.586 -1.655 -0.768 1.714
C 0.303 -2.132 -1.918 -0.901
C -0.515 -1.328 -2.806 0.900
C -0.884 -1.787 -4.056 -0.811
C -1.673 -0.974 -4.861 -0.753
C -2.045 0.262 -4.370 -0.982
C -1.631 0.646 -3.100 -0.234
N -0.876 -0.121 -2.320 0.727
C 2.818 -2.486 1.904 0.461
C 3.017 -3.870 1.893 -0.371
C 3.911 -4.437 2.774 -0.832
C 4.624 -3.636 3.670 -0.456
C 4.443 -2.268 3.695 -0.978
C 3.534 -1.705 2.808 0.038
H 3.809 0.275 3.411 0.358
H 2.226 1.275 2.095 0.821
H 0.673 -3.109 -2.211 0.513
H -0.562 -2.766 -4.385 0.556
H -1.985 -1.302 -5.843 0.493
H -2.657 0.938 -4.951 0.544
H -1.937 1.601 -2.707 0.488
H 2.465 -4.474 1.188 0.503
H 4.068 -5.506 2.771 0.451
H 5.328 -4.091 4.353 0.432
H 4.994 -1.645 4.389 0.443
O -1.683 5.906 1.660 -0.568
C -0.650 5.861 2.372 -0.263
O -0.074 6.636 3.112 -0.645
C -0.098 4.465 2.134 0.131
C 0.788 4.215 1.080 -1.361
C 0.908 2.933 0.601 0.954
N 0.258 1.895 1.163 0.900
C -0.422 2.105 2.305 0.784
C -0.618 3.362 2.821 -1.212
C -0.936 0.857 2.889 0.561
C -1.334 0.740 4.212 -0.830
C -1.680 -0.510 4.698 -0.859
C -1.611 -1.603 3.846 -1.237
C -1.245 -1.404 2.530 -0.685
N -0.920 -0.195 2.051 1.287
C 1.652 2.563 -0.613 0.636
C 2.680 3.335 -1.131 -0.985
C 3.337 2.905 -2.270 -0.882
C 2.946 1.710 -2.855 -0.990
C 1.907 1.000 -2.286 -0.268
N 1.258 1.408 -1.187 1.471
H 1.277 5.046 0.589 0.497
H -1.237 3.521 3.694 0.471
H -1.345 1.609 4.853 0.564
H -1.987 -0.630 5.728 0.494
H -1.851 -2.601 4.186 0.565
H -1.226 -2.222 1.824 0.653
H 2.968 4.252 -0.636 0.521
H 4.145 3.489 -2.691 0.484
H 3.432 1.328 -3.741 0.520
H 1.585 0.069 -2.727 0.328
C -3.378 4.132 0.231 -0.296
C -2.296 4.181 -0.638 -1.136
C -1.587 3.029 -0.882 -0.091
N -1.878 1.836 -0.319 0.897
C -2.973 1.786 0.460 -0.339
C -3.738 2.901 0.751 -1.125
H -3.910 5.035 0.490 0.390
H -1.978 5.115 -1.077 0.389
H -0.725 3.053 -1.536 0.773
H -3.221 0.821 0.876 0.313
H -4.592 2.795 1.405 0.521
C -1.981 -0.967 -0.199 0.324
C -2.973 -1.669 -0.230 0.758
C -4.140 -2.495 -0.265 -0.129
C -4.845 -2.755 0.913 -0.335
C -5.976 -3.552 0.884 -0.738
C -6.411 -4.094 -0.318 -0.472
C -5.717 -3.838 -1.493 -0.695
C -4.586 -3.042 -1.472 -0.384
H -4.505 -2.323 1.847 0.436
H -6.521 -3.750 1.797 0.412
H -7.295 -4.716 -0.339 0.409
H -6.061 -4.260 -2.428 0.418
H -4.041 -2.835 -2.384 0.449
```

Values from the calculation:
energy relative to the best compared isomer or geometry (same formula, charge and spin)	25.8	kJ/mol
net charge	+2
orbital gap	5.626	eV
HOMO energy	-12.636	eV
molar mass	753.6	g mol⁻¹

---

# 4
The following is a quantum chemistry calculation of a structure of composition C43H32Cl5N4O3PS2Sn at a distorted geometry, from the Open Molecules 2025 dataset.

The geometry in XYZ format:
```
91
Properties=species:S:1:pos:R:3:mulliken_charge:R:1
Sn -0.380 -0.924 0.243 1.428
C 1.229 3.249 3.313 -0.628
O 0.323 3.634 2.287 -0.446
C 0.079 2.521 1.563 -0.117
N 0.573 1.427 1.976 0.425
C 1.298 1.698 3.203 -0.122
C 2.730 1.219 3.224 -0.092
C 3.528 1.524 4.322 -0.492
C 4.862 1.159 4.332 -0.651
C 5.405 0.480 3.254 -0.679
C 4.616 0.185 2.155 -0.347
C 3.283 0.556 2.141 0.481
C -0.743 2.684 0.368 0.388
C -1.412 3.885 0.141 -0.984
C -2.162 4.007 -1.019 -0.546
C -2.201 2.950 -1.908 -1.222
C -1.486 1.790 -1.599 0.258
N -0.784 1.664 -0.477 0.561
C -1.438 0.680 -2.535 -0.119
N -0.873 -0.446 -2.314 1.004
C -1.121 -1.295 -3.455 1.591
C -1.688 -0.310 -4.499 -0.639
O -1.999 0.860 -3.740 -0.420
C 0.005 -2.175 -3.911 0.263
C 0.873 -2.749 -2.993 -0.092
C 1.888 -3.589 -3.411 -0.735
C 2.034 -3.887 -4.756 -0.735
C 1.136 -3.363 -5.670 -0.746
C 0.126 -2.514 -5.255 -0.596
H 0.862 3.611 4.273 0.300
H 2.202 3.704 3.097 0.384
H 0.744 1.215 4.022 0.299
H 3.109 2.050 5.169 0.401
H 5.480 1.415 5.180 0.379
H 6.441 0.183 3.273 0.425
H 5.033 -0.327 1.302 0.419
H 2.660 0.346 1.290 0.034
H -1.329 4.686 0.859 0.546
H -2.704 4.917 -1.223 0.454
H -2.767 2.988 -2.825 0.556
H -1.933 -1.988 -3.144 -1.457
H -2.595 -0.682 -4.977 0.386
H -0.949 -0.022 -5.257 0.329
H 0.724 -2.575 -1.934 0.409
H 2.553 -4.026 -2.680 0.543
H 2.821 -4.549 -5.087 0.417
H 1.211 -3.628 -6.714 0.396
H -0.586 -2.149 -5.979 0.467
Cl 6.687 -2.813 -1.867 -0.206
C 5.171 -2.576 -1.098 0.243
C 4.338 -1.527 -1.478 -0.150
Cl 4.833 -0.460 -2.726 -0.191
C 3.119 -1.342 -0.846 0.869
Cl 2.071 -0.059 -1.301 -0.207
C 2.662 -2.200 0.177 -0.350
O 1.529 -2.059 0.764 -1.099
C 3.540 -3.245 0.540 0.305
Cl 3.019 -4.289 1.792 -0.227
C 4.764 -3.434 -0.078 0.138
Cl 5.783 -4.726 0.408 -0.197
C -2.214 -0.835 5.073 -1.161
C -2.008 -0.598 3.679 0.459
N -1.842 -0.377 2.568 -0.441
H -1.299 -1.237 5.506 0.315
H -3.023 -1.551 5.212 0.350
H -2.475 0.101 5.569 0.320
S -3.955 -2.832 -3.003 -0.575
P -3.702 -3.283 -1.098 1.573
S -1.836 -3.261 -0.290 -0.465
C -4.426 -4.944 -0.860 0.123
C -3.627 -6.034 -0.557 -0.397
C -4.186 -7.298 -0.497 -0.615
C -5.536 -7.470 -0.749 -0.402
C -6.333 -6.382 -1.072 -0.670
C -5.778 -5.117 -1.138 -0.419
C -4.709 -2.194 -0.038 -0.067
C -5.026 -0.921 -0.484 -0.347
C -5.744 -0.063 0.327 -0.756
C -6.140 -0.478 1.587 -0.411
C -5.819 -1.751 2.034 -0.757
C -5.097 -2.610 1.228 -0.260
H -2.574 -5.872 -0.375 0.357
H -3.568 -8.152 -0.258 0.398
H -5.971 -8.457 -0.695 0.371
H -7.384 -6.527 -1.277 0.388
H -6.388 -4.268 -1.419 0.370
H -4.727 -0.622 -1.480 0.403
H -6.010 0.923 -0.028 0.439
H -6.708 0.189 2.220 0.405
H -6.145 -2.080 3.011 0.437
H -4.831 -3.602 1.566 0.430
```

Values from the calculation:
net charge	0
orbital gap	6.837	eV
HOMO energy	-7.542	eV
molar mass	1043.8	g mol⁻¹

---

# 5
The following is a quantum chemistry calculation of a structure of composition C43H32CuN7O2P2Se2, from the Open Molecules 2025 dataset.

The geometry in XYZ format:
```
89
Properties=species:S:1:pos:R:3:mulliken_charge:R:1
Cu 1.964 -0.356 -2.111 -0.461
O 6.464 5.806 -1.826 -0.640
N 5.284 5.549 -1.911 1.051
O 4.406 6.385 -1.963 -0.629
C 4.889 4.111 -1.951 -0.656
C 5.885 3.243 -1.732 -0.575
C 5.645 1.832 -1.712 1.227
C 6.650 0.908 -1.381 -0.739
C 6.328 -0.418 -1.300 -1.009
C 5.006 -0.802 -1.566 -0.167
N 4.056 0.042 -1.907 0.217
C 4.365 1.355 -1.977 0.146
C 3.302 2.299 -2.284 0.043
N 2.110 1.763 -2.605 -0.601
C 1.079 2.559 -2.788 -0.367
C 1.180 3.947 -2.647 -0.954
C 2.397 4.514 -2.381 -0.567
C 3.526 3.685 -2.208 0.945
H 6.878 3.621 -1.535 0.544
H 7.654 1.259 -1.176 0.462
H 7.061 -1.164 -1.026 0.419
H 4.713 -1.843 -1.476 0.594
H 0.145 2.083 -3.068 0.773
H 0.300 4.564 -2.771 0.476
H 2.492 5.583 -2.304 0.554
Se -3.223 1.679 0.062 0.106
P -4.879 0.073 -0.128 -0.160
C -5.428 0.012 1.626 0.281
C -4.614 0.226 2.737 0.378
C -5.139 0.173 4.019 -0.466
C -6.492 -0.084 4.211 -0.541
C -7.313 -0.297 3.114 -0.594
C -6.782 -0.247 1.831 -0.788
C -3.867 -1.445 -0.270 0.267
C -3.592 -2.313 0.786 -0.318
C -2.863 -3.475 0.568 -1.121
C -2.373 -3.764 -0.699 -0.328
C -2.650 -2.909 -1.760 -0.518
C -3.418 -1.773 -1.551 -0.080
C -1.835 0.811 -0.887 -0.242
C -0.572 0.407 -0.479 -0.380
N 0.003 -0.181 -1.546 1.607
N -0.854 -0.123 -2.559 -0.573
N -1.965 0.491 -2.186 -0.481
P 0.275 0.450 1.091 1.110
Se 2.387 0.424 0.939 -0.340
C -0.346 -1.033 1.948 0.563
C -1.243 -1.032 3.010 0.230
C -1.620 -2.228 3.612 -0.969
C -1.115 -3.430 3.147 -0.511
C -0.240 -3.442 2.066 -0.866
C 0.145 -2.252 1.473 -0.624
C -0.243 1.960 1.942 0.557
C -0.301 2.043 3.331 -0.416
C -0.597 3.252 3.946 -0.814
C -0.798 4.391 3.181 -0.593
C -0.678 4.327 1.800 -0.643
C -0.400 3.119 1.183 -0.583
H -3.567 0.445 2.587 0.085
H -4.493 0.342 4.873 0.436
H -6.905 -0.111 5.211 0.376
H -8.369 -0.490 3.254 0.381
H -7.425 -0.414 0.974 0.373
H -3.953 -2.092 1.782 0.505
H -2.679 -4.157 1.391 0.653
H -1.787 -4.660 -0.860 0.423
H -2.279 -3.129 -2.752 0.363
H -3.659 -1.125 -2.387 0.418
H -1.656 -0.106 3.376 0.127
H -2.308 -2.213 4.449 0.386
H -1.410 -4.360 3.619 0.393
H 0.153 -4.380 1.695 0.397
H 0.848 -2.256 0.647 0.188
H -0.092 1.175 3.938 0.595
H -0.657 3.306 5.025 0.428
H -1.034 5.331 3.663 0.406
H -0.802 5.220 1.201 0.441
H -0.303 3.071 0.104 0.408
C 1.972 -5.161 -2.942 -0.430
C 3.012 -4.392 -3.444 -0.724
C 2.919 -3.014 -3.350 -0.307
N 1.891 -2.387 -2.774 0.128
C 0.886 -3.135 -2.307 0.404
C 0.885 -4.518 -2.376 -0.596
H 2.006 -6.241 -3.007 0.439
H 3.875 -4.847 -3.909 0.397
H 3.691 -2.378 -3.770 0.560
H 0.059 -2.591 -1.867 -0.122
H 0.037 -5.072 -1.997 0.229
```

Values from the calculation:
energy relative to the best compared isomer or geometry (same formula, charge and spin)	38.3	kJ/mol
net charge	0
orbital gap	5.898	eV
HOMO energy	-7.050	eV
molar mass	962.2	g mol⁻¹